# C17H29AlFNO2P2

A structure of composition C17H29AlFNO2P2 in a non-equilibrium geometry (wB97M-V/def2-TZVPD, OMol25).

Cartesian coordinates (Å):
C -1.0239 3.0527 -2.3769
C -1.0575 2.0191 -1.4268
N 0.0830 1.7452 -0.6970
C 1.2622 2.2919 -1.0662
C 1.3372 3.2663 -2.0464
C 0.1713 3.6764 -2.6876
C -2.2191 1.1724 -1.3127
P -2.3069 0.1995 0.1731
Al -0.0286 0.5513 0.9028
P 2.3495 0.2081 0.4393
C 2.5134 1.8659 -0.3402
C -0.0806 -1.2710 1.8671
C -0.5259 -1.1437 3.1820
C -0.5426 -2.2405 4.0537
C -0.1282 -3.5014 3.5956
C 0.2789 -3.6404 2.2617
C 0.2924 -2.5334 1.3960
O -1.5269 -0.4057 -3.4703
O 0.8621 -0.8437 -2.9656
H -1.9484 3.3097 -2.8965
H 2.3173 3.6873 -2.2594
H 0.2136 4.4540 -3.4454
C -3.3419 0.9003 1.5177
C -3.1703 -1.3042 -0.3555
H 3.3612 1.8405 -1.0343
H 2.7573 2.5852 0.4549
H -1.9586 0.2365 -2.7873
H -3.1573 1.6165 -1.6757
C 3.3372 0.2588 1.9501
C 3.2215 -0.8618 -0.7454
H -0.8526 -0.1646 3.5455
H -0.8698 -2.1135 5.0872
H -0.1152 -4.3554 4.2763
H 0.6004 -4.6165 1.8928
H 0.5919 -2.7038 0.3597
H 0.1580 -1.3355 -1.5662
H 1.1117 -1.6649 -3.4273
H -0.1301 -0.6392 -3.2824
H -1.8849 -0.2316 -4.3510
H -0.0444 -0.9587 -0.7812
H -4.3766 1.0542 1.1798
H -3.3482 0.2023 2.3690
H -2.9246 1.8502 1.8792
H -4.2468 -1.1049 -0.4775
H -2.7465 -1.6288 -1.3160
H -3.0195 -2.0896 0.3963
H 4.2485 -0.4846 -0.8796
H 3.2483 -1.8864 -0.3467
H 2.6646 -0.8468 -1.6953
H 4.3888 0.4774 1.7241
H 2.9207 1.0248 2.6165
H 3.2539 -0.7206 2.4395
F 0.0314 1.7445 2.1526

Properties
HOMO   -7.28 eV
E_LUMO   0.54 eV
Energy   -51578.80718 eV
Spin multiplicity   1

Löwdin population analysis, charges in e, atoms 1 to 8: atom 1 (C): -0.038, atom 2 (C): -0.330, atom 3 (N): 0.059, atom 4 (C): -0.297, atom 5 (C): -0.048, atom 6 (C): -0.054, atom 7 (C): -0.330, atom 8 (P): 0.850

---

# C17H29AsCl2CoN3OTe

A structure of composition C17H29AsCl2CoN3OTe (wB97M-V/def2-TZVPD, OMol25).

Cartesian coordinates (Å):
Co -0.1675 0.1507 1.1526
Cl -1.2817 -1.1474 4.2009
C -0.7469 0.5034 4.4881
Cl -1.1135 1.5501 3.0789
H 0.3289 0.5161 4.6246
H -1.2837 0.9217 5.3308
Te 1.8017 -1.0464 2.2557
C 3.1668 -0.9131 0.6432
C 2.7732 -1.2242 -0.6588
C 3.6576 -1.0760 -1.7176
C 4.9524 -0.6281 -1.4894
C 5.3592 -0.3383 -0.1947
C 4.4722 -0.4771 0.8663
H 1.7695 -1.5890 -0.8449
H 3.3381 -1.3229 -2.7221
H 5.6449 -0.5233 -2.3140
H 6.3728 -0.0088 -0.0051
H 4.7986 -0.2419 1.8718
C 1.8772 4.3158 -2.0507
N 0.9870 3.4165 -1.3468
C -0.4558 3.5368 -1.3721
C -0.8665 2.3473 -0.5240
O -1.9927 2.0306 -0.2077
N 0.2655 1.6770 -0.1237
C 1.3296 2.3547 -0.6063
N 2.5765 1.9983 -0.3701
H 1.4209 4.5963 -2.9985
H 2.8177 3.8192 -2.2827
H 2.0780 5.2185 -1.4723
H -0.8579 3.4547 -2.3838
H -0.8083 4.4669 -0.9225
H 2.7751 1.1378 0.1277
H 3.3557 2.5281 -0.7168
C -1.2325 -1.3927 -2.2809
C -2.4813 -1.0384 -1.4824
As -2.1892 -1.1254 0.4433
C -3.8326 -0.4036 1.1973
C -5.1011 -1.0847 0.7015
C -2.2916 -3.0307 0.8654
C -0.9539 -3.7563 0.7923
H -1.4024 -1.2530 -3.3489
H -0.9389 -2.4326 -2.1318
H -0.3844 -0.7634 -1.9948
H -3.3096 -1.7057 -1.7267
H -2.8038 -0.0169 -1.6838
H -3.8220 0.6588 0.9528
H -3.7283 -0.4889 2.2808
H -5.2580 -0.9075 -0.3627
H -5.9726 -0.6953 1.2284
H -5.0776 -2.1629 0.8652
H -3.0223 -3.4675 0.1818
H -2.7175 -3.0975 1.8690
H -0.4578 -3.6031 -0.1677
H -1.0970 -4.8294 0.9197
H -0.2705 -3.4076 1.5662

Properties
Relative energy (zero: lowest compared OMol25 entry of this formula, charge and spin)   0.0 kcal/mol
HOMO (alpha / beta)   -10.16 / -10.19 eV
E_LUMO (alpha / beta)   -2.11 / -3.02 eV
Energy   -155417.16098 eV
Spin multiplicity   4
Total charge   +1

Löwdin population analysis, charges in e, atoms 1 to 8: atom 1 (Co): 0.113, atom 2 (Cl): 0.535, atom 3 (C): -0.938, atom 4 (Cl): 0.596, atom 5 (H): 0.006, atom 6 (H): 0.041, atom 7 (Te): 0.889, atom 8 (C): -0.698

---

# C17H29BN3O8S2

A cluster of 2 separate species, C17H29BN3O8S2 in total in a non-equilibrium geometry (wB97M-V/def2-TZVPD, OMol25).

Cartesian coordinates (Å):
C 3.0168 2.3076 4.2204
C 3.2931 2.0493 3.0697
C 3.6331 1.5233 1.7479
C 2.7375 2.1283 0.6063
C 2.2686 1.0535 -0.3923
N 0.9051 0.4985 -0.1865
C 0.4161 0.4103 1.2243
C -0.3201 1.6114 1.8427
C -1.8619 1.4596 2.0035
C -2.5597 0.5586 0.9882
S -4.3287 0.4352 1.4852
C -4.9529 -0.9802 0.6560
N -5.4254 -1.9274 1.3550
N -5.8857 -2.8760 0.4694
C -5.6419 -2.4344 -0.6808
O -5.0484 -1.2266 -0.6572
C 0.8551 -0.9314 -0.7226
C 1.7011 -1.9625 0.1008
C 1.9937 -3.0124 -0.9468
C 2.4332 -4.3319 -0.3355
O 3.4843 -4.8235 -0.6277
O 1.5511 -4.9479 0.5424
B -0.0267 1.2822 -1.1702
O -0.8364 0.6509 -2.0395
C -0.0391 2.8636 -1.2803
C -1.4735 3.4656 -1.1682
H 2.7852 2.4744 5.2429
H 3.5180 0.4361 1.7069
H 4.6785 1.7079 1.4934
H 3.4164 2.7783 0.0448
H 1.9629 2.7833 0.9966
H 3.0480 0.2889 -0.4112
H 2.3255 1.4964 -1.3925
H -0.2144 -0.4657 1.3639
H 1.2907 0.1982 1.8441
H -0.1248 2.5878 1.3989
H 0.0598 1.7104 2.8658
H -2.1604 1.1337 3.0045
H -2.2964 2.4621 1.8987
H -2.5531 0.9194 -0.0417
H -2.1960 -0.4742 0.9841
H -5.8316 -2.8850 -1.6393
H -0.1592 -1.3219 -0.6392
H 1.2104 -0.9569 -1.7734
H 1.0489 -2.3885 0.8773
H 2.5613 -1.5489 0.6485
H 1.0251 -3.0619 -1.4079
H 2.6989 -2.6316 -1.6815
H 1.6735 -4.5356 1.4034
H -1.4738 0.0569 -1.6205
H 0.5806 3.3740 -0.5373
H 0.3260 3.1415 -2.2773
H -1.3436 4.4986 -0.8199
H -2.0998 2.9793 -0.4191
H -1.9649 3.5572 -2.1352
O -1.0207 -1.6369 -4.7895
S -0.2609 -2.2508 -3.6850
O 0.8698 -1.3287 -3.2682
O 0.3038 -3.5567 -4.0859
O -1.1477 -2.4324 -2.4790

Properties
HOMO   -3.36 eV
E_LUMO   1.70 eV
Energy   -61293.77824 eV
Spin multiplicity   1
Total charge   -1

Löwdin population analysis, charges in e, atoms 1 to 8: atom 1 (C): 0.110, atom 2 (C): -0.142, atom 3 (C): -0.192, atom 4 (C): -0.146, atom 5 (C): -0.098, atom 6 (N): -0.081, atom 7 (C): -0.091, atom 8 (C): -0.136